Density functional theory data (the ωB97M-V functional and the def2-TZVPD basis) for 2 unconnected molecules or ions with the total composition C4H13NS at a distorted geometry.

- ΔE to the lowest compared entry with this formula, charge and spin: 0.540 eV
- SMILES: CCN.CCS
- Calculated total energy: -16683.5501 eV
- Net charge: 0
- Kohn-Sham gap: 10.0 eV

Geometry as XYZ:
```
19
Properties=species:S:1:pos:R:3:forces:R:3:nbo_charge:R:1
C -2.03018 -1.17852 2.53323 0.049 0.084 0.613 -0.62
C -1.32757 -1.49208 1.22562 1.064 -0.524 0.339 -0.23
N 0.16618 -1.32818 1.32536 -0.625 0.809 -0.148 -0.82
H -2.28201 -2.07422 3.09915 0.059 -0.129 -0.077 0.21
H -1.37376 -0.60010 3.18670 -0.058 0.149 -0.017 0.20
H -2.95035 -0.61763 2.43566 -0.193 0.165 -0.249 0.22
H -1.45487 -2.55378 1.03450 -0.390 -0.014 -0.462 0.19
H -1.69394 -0.90208 0.38809 -0.232 -0.051 0.021 0.18
H 0.36662 -0.75247 2.14017 0.005 -0.220 0.086 0.34
H 0.41519 -0.69916 0.56775 0.332 -0.247 -0.129 0.34
C 2.05895 0.58428 -1.84381 -0.348 -0.354 0.077 -0.62
C 0.75698 1.33200 -2.14373 0.951 0.568 -0.498 -0.51
S 0.76643 2.92013 -1.22949 -0.222 -0.044 0.205 -0.07
H 2.29364 0.65070 -0.78074 0.090 -0.175 -0.038 0.21
H 2.87775 1.02876 -2.40416 0.057 0.155 0.095 0.21
H 2.00724 -0.46886 -2.14254 -0.096 0.104 0.122 0.21
H -0.15732 0.79451 -1.93912 -0.089 -0.198 0.267 0.21
H 0.77227 1.57456 -3.20317 -0.329 0.022 -0.064 0.22
H 0.78875 3.78212 -2.24946 -0.025 -0.100 -0.144 0.13
```
Forces are in eV/Å.

Density functional theory data (the ωB97M-V functional and the def2-TZVPD basis) for a molecular structure, C4H13NSi at a distorted geometry.

- ΔE to the lowest compared entry with this formula, charge and spin: 1.555 eV
- Calculated total energy: -13725.5597 eV
- Net charge: 0
- Kohn-Sham gap: 9.4 eV

Geometry as XYZ:
```
19
Properties=species:S:1:pos:R:3:forces:R:3:nbo_charge:R:1
C -1.30933 -1.73498 -0.99724 -0.704 -0.840 1.995 -0.61
C 1.86827 -0.34613 1.36981 -0.618 -1.545 0.641 -0.39
C 0.17503 2.34712 0.26048 0.655 -2.167 2.786 -1.12
C -1.60233 -0.28322 -0.76677 -1.698 2.130 0.494 -0.90
N 0.78288 -0.52630 0.47309 -0.523 -0.287 0.737 -1.10
Si 0.00294 0.61947 -0.47838 1.229 0.118 -2.840 1.64
H -0.62915 -1.85060 -1.80654 0.353 -0.439 -0.770 0.22
H -0.96705 -2.32920 -0.10445 -0.150 0.669 -0.820 0.18
H -2.29666 -2.10287 -1.14552 -0.526 -1.171 -0.890 0.22
H 2.30383 0.56176 1.16910 1.885 1.776 -0.901 0.19
H 1.64887 -0.22656 2.41026 -0.994 -0.095 1.006 0.17
H 2.50599 -1.20938 1.36267 0.962 -0.113 -0.396 0.19
H -0.61629 2.65829 0.95000 -0.200 -0.247 -0.260 0.25
H 1.08625 2.29198 0.94864 -0.962 0.093 -0.995 0.24
H 0.34349 3.09786 -0.41150 0.411 1.912 -1.899 0.24
H -2.35812 -0.07412 0.09628 1.344 -0.580 -1.233 0.23
H -2.16682 0.03322 -1.68478 0.638 0.155 0.753 0.24
H 0.32339 -1.41973 0.49579 0.355 0.047 0.237 0.39
H 0.90480 0.49338 -2.14094 -1.457 0.585 2.355 -0.28
```
Forces are in eV/Å.

Density functional theory data (the ωB97M-V functional and the def2-TZVPD basis) for C4H13NSi2 in the gas phase at a distorted geometry.

- ΔE to the lowest compared entry with this formula, charge and spin: 3.098 eV
- SMILES: [SiH3][SiH2]NC1CCC1
- Calculated total energy: -21601.3225 eV
- Net charge: 0
- Kohn-Sham gap: 9.7 eV

Geometry as XYZ:
```
20
Properties=species:S:1:pos:R:3:forces:R:3:nbo_charge:R:1
Si 1.80564 1.61748 -2.43211 -1.038 0.149 -1.428 0.38
Si -0.20121 0.38964 -2.23373 0.738 -1.303 -0.189 0.87
N 0.08461 0.06839 -0.58753 -2.598 -3.409 0.999 -1.08
C -0.68946 -0.75610 0.40113 -1.732 1.834 -0.925 -0.03
C 0.03958 -1.53967 1.46276 -0.961 -1.842 0.255 -0.42
C -0.35358 -0.53138 2.65942 -1.125 -2.316 -1.103 -0.41
C -1.31110 0.14278 1.57768 -1.455 -2.252 1.153 -0.42
H 2.37186 1.07214 -3.71751 0.334 0.192 0.597 -0.12
H 2.67712 1.61295 -1.23225 -0.078 -0.144 -0.177 -0.12
H 1.35083 2.98392 -2.76868 0.370 0.274 0.135 -0.14
H -1.62551 0.86949 -2.53771 0.858 -0.172 -0.084 -0.16
H 0.13433 -0.99630 -2.90376 -0.766 1.204 0.120 -0.17
H 0.60236 0.60655 -0.01675 2.533 2.779 1.529 0.37
H -1.36111 -1.39139 -0.21254 -0.023 0.555 0.546 0.19
H 1.06910 -1.63372 1.07960 -0.052 -0.635 1.049 0.22
H -0.60347 -2.55191 1.52801 2.129 1.913 0.202 0.21
H -0.83607 -1.06316 3.59391 0.867 1.233 -1.971 0.21
H 0.47798 0.05261 2.96255 0.658 0.656 0.383 0.20
H -2.37519 -0.15859 1.87732 1.275 0.582 -0.790 0.21
H -1.25673 1.20628 1.50019 0.065 0.701 -0.304 0.21
```
Forces are in eV/Å.

Density functional theory data (the ωB97M-V functional and the def2-TZVPD basis) for 3 unconnected molecules or ions with the total composition C4H13O4 at a distorted geometry.

- ΔE to the lowest compared entry with this formula, charge and spin: 2.264 eV
- Calculated total energy: -12547.9687 eV
- Net charge: -1
- Kohn-Sham gap: 8.1 eV

Geometry as XYZ:
```
21
Properties=species:S:1:pos:R:3:forces:R:3:nbo_charge:R:1
C -0.13636 2.09649 -0.10080 1.181 1.701 -1.044 -0.08
O 0.37301 2.33709 -1.46672 -0.401 -0.097 0.377 -0.77
C -1.20057 1.02480 -0.16438 -0.310 1.443 -0.801 -0.52
C -0.51903 -0.35159 -0.52538 -2.390 -0.629 1.808 0.16
C -1.23401 -1.62156 0.19971 0.632 1.397 -1.150 -0.67
O 0.75700 -0.41368 -0.13260 0.930 0.728 -1.026 -0.95
H -0.38465 3.07469 0.31981 -1.159 0.143 -0.528 0.16
H 0.81119 2.03498 0.42648 -0.335 -1.591 0.705 0.20
H -2.08328 1.28403 0.41780 0.473 -1.159 2.383 0.21
H -1.88799 1.34804 -0.97017 1.086 -0.139 -1.256 0.20
H -0.75238 -0.40791 -1.62451 0.649 -0.417 0.345 0.10
H -0.64675 -1.72924 1.09176 0.671 -0.510 0.181 0.21
H -1.05226 -2.37269 -0.57141 -0.341 -0.689 0.710 0.19
H -2.24245 -1.57428 0.59695 -0.682 0.182 -0.747 0.17
H 1.66555 -2.63902 -1.26688 -0.213 0.195 0.031 0.46
H 2.17259 -1.68150 -0.20906 -0.439 -0.127 -0.536 0.52
H 0.84394 1.50680 -1.63004 0.094 0.070 -0.064 0.48
O 2.46099 -2.42390 -0.78054 0.682 -0.238 0.309 -0.99
H 0.56246 0.08578 2.84641 -0.109 -0.057 -0.856 0.45
H 1.16847 0.17720 1.26238 -0.948 -0.732 1.041 0.52
O 1.32454 0.24547 2.28119 0.930 0.527 0.117 -1.05
```
Forces are in eV/Å.

Density functional theory data (the ωB97M-V functional and the def2-TZVPD basis) for 3 unconnected molecules or ions with the total composition C4H14ClO9P2S2.

- Calculated total energy: -75570.7608 eV
- Net charge: -1
- Kohn-Sham gap: 5.7 eV

Geometry as XYZ:
```
32
Properties=species:S:1:pos:R:3:forces:R:3:nbo_charge:R:1
O -0.34176 4.21228 3.22660 0.136 -0.123 0.050 -1.01
P -1.32611 2.93634 3.53556 0.126 0.072 -0.009 0.70
P -3.26600 3.80579 2.56874 -0.131 -0.152 0.022 0.25
Cl -0.68678 1.55506 1.98132 0.051 -0.035 -0.012 -0.50
H -0.73401 4.74042 2.50054 -0.168 0.079 0.007 0.48
H -4.01152 2.68891 3.17452 -0.018 0.108 -0.039 -0.17
H -3.26193 4.50308 3.89603 -0.026 0.045 -0.049 -0.19
H -2.37315 4.90835 2.01499 0.045 0.010 -0.006 -0.25
H -3.14123 3.06624 1.30710 -0.005 0.027 0.049 -0.16
H -4.44553 4.50901 2.10936 0.026 -0.005 0.002 -0.13
C 1.53535 0.03283 -0.23492 0.139 0.089 0.102 -0.12
C 2.86133 0.73213 -0.02343 -0.026 0.064 0.018 -0.10
O 3.68300 0.25313 -1.11744 0.040 -0.069 0.063 -0.70
S 2.78867 0.04598 -2.40817 -0.035 0.027 -0.011 2.56
O 2.86208 1.18049 -3.25998 0.026 -0.050 -0.030 -0.91
O 3.05853 -1.24937 -2.93790 -0.013 -0.010 0.013 -0.93
O 1.38262 0.05560 -1.68008 -0.095 0.013 0.040 -0.71
H 1.55083 -1.00217 0.10648 -0.039 -0.002 -0.012 0.20
H 0.71733 0.58338 0.21810 -0.128 -0.078 -0.117 0.26
H 3.34803 0.45787 0.90670 0.039 -0.037 -0.032 0.22
H 2.76789 1.81508 -0.09900 -0.020 -0.002 0.005 0.20
C -0.36830 -2.85694 -2.28476 0.170 0.101 -0.102 -0.10
C 0.34883 -4.18986 -2.20461 -0.036 -0.016 -0.107 -0.10
O 0.51376 -4.39316 -0.79386 0.045 -0.007 0.003 -0.69
S -0.73390 -3.78826 -0.00028 0.021 0.005 0.065 2.55
O -1.67869 -4.80915 0.28529 -0.001 0.017 -0.006 -0.91
O -0.22020 -2.96882 1.03674 0.004 -0.004 -0.012 -0.90
O -1.30612 -2.90627 -1.19465 -0.043 -0.079 -0.027 -0.69
H 0.31125 -2.01950 -2.13595 0.012 -0.012 -0.009 0.22
H -0.91884 -2.72457 -3.21183 -0.118 -0.005 0.069 0.21
H 1.33342 -4.16964 -2.66318 0.031 0.023 0.067 0.22
H -0.24884 -5.00424 -2.61803 -0.010 0.006 0.007 0.19
```
Forces are in eV/Å.

The lowest Kohn-Sham gap belongs to which entry?
C4H14ClO9P2S2